C6H14N2 | wB97M-V/def2-TZVPD

## Properties
- gap between HOMO and LUMO (eV) = 7.846
- energy relative to the best compared isomer or geometry (same formula, charge and spin) (kcal/mol) = 74.3
- lowest unoccupied orbital energy (eV) = 0.58
- 2S+1 = 1

Last column: Mulliken charge in e.
Geometry (Å):
C  0.92  0.25  0.89  -0.7105
C  1.89  -0.37  -1.26  -0.9265
C  -0.94  -1.56  -0.64  -1.5878
C  -0.88  1.96  1.07  -1.7488
N  1.87  -0.29  0.18  -0.1149
C  -1.24  -0.14  -0.25  0.7755
C  -0.41  0.64  0.50  0.8021
N  -2.46  0.32  -0.67  -0.4518
H  2.78  -0.84  0.99  -0.5974
H  -3.17  -0.37  -0.89  0.2139
H  -2.81  1.19  -0.31  0.2062
H  1.20  0.38  1.93  0.3726
H  3.18  -1.17  1.95  0.5187
H  1.10  0.23  -1.72  0.3177
H  2.85  0.02  -1.61  0.3439
H  1.78  -1.40  -1.60  0.2843
H  -0.75  -1.64  -1.71  0.3047
H  -0.10  -1.95  -0.09  0.3840
H  -1.81  -2.18  -0.42  0.4822
H  -1.88  1.87  1.52  0.3982
H  -0.20  2.31  1.84  0.4206
H  -0.92  2.74  0.30  0.3131